Record 1
Density functional theory data (ωB97M-V/def2-TZVPD) for a cluster of 11 separate species, C19H43Cl21O16P4 in total at a distorted geometry.

Computed properties:
LUMO level	0.0041	hartree
SMILES string	COP(=O)(OC)OC.COP(=O)(OC)OC.COP(=O)(OC)OC.COP(=O)(OC)OC.ClC(Cl)Cl.ClC(Cl)Cl.ClC(Cl)Cl.ClC(Cl)Cl.ClC(Cl)Cl.ClC(Cl)Cl.ClC(Cl)Cl

ORCA input file:
```
! RIJCOSX wB97M-V def2-TZVPD def2/J DEFGRID3
* xyz 0 1
C 4.318 -5.337 -4.757
O 5.556 -4.796 -4.321
P 5.458 -3.551 -3.367
O 4.726 -2.425 -3.937
O 4.877 -4.103 -1.999
C 3.497 -3.836 -1.670
O 6.954 -3.159 -3.024
C 7.639 -3.470 -1.784
H 3.885 -5.975 -3.987
H 4.449 -5.948 -5.653
H 3.648 -4.530 -5.072
H 3.058 -3.134 -2.377
H 3.412 -3.499 -0.645
H 2.914 -4.764 -1.746
H 7.116 -4.121 -1.092
H 7.861 -2.558 -1.215
H 8.614 -3.915 -2.020
C -5.114 3.931 2.204
O -4.036 3.149 2.780
P -4.359 2.161 3.963
O -5.545 1.325 3.851
O -4.421 3.157 5.205
C -4.258 2.611 6.513
O -3.004 1.369 4.079
C -1.780 2.048 4.190
H -4.774 4.943 2.007
H -6.010 3.908 2.817
H -5.341 3.514 1.212
H -5.150 2.060 6.798
H -4.163 3.447 7.210
H -3.317 2.069 6.568
H -1.853 3.070 4.579
H -1.331 2.207 3.196
H -1.090 1.451 4.771
C 1.950 2.824 -5.300
O 0.989 2.965 -4.228
P -0.489 3.354 -4.572
O -0.847 3.400 -5.986
O -1.379 2.266 -3.803
C -2.483 1.593 -4.482
O -0.671 4.667 -3.737
C -1.995 5.115 -3.285
H 1.435 2.817 -6.266
H 2.522 1.911 -5.197
H 2.598 3.700 -5.314
H -3.342 1.635 -3.807
H -2.197 0.557 -4.664
H -2.750 2.087 -5.412
H -1.940 5.344 -2.217
H -2.659 4.260 -3.418
H -2.247 6.039 -3.802
C -1.153 -0.552 -1.518
O -0.263 -1.589 -1.267
P 1.029 -1.350 -0.402
O 1.508 -2.518 0.320
O 2.075 -0.691 -1.360
C 1.989 0.677 -1.799
O 0.661 -0.106 0.537
C -0.254 -0.331 1.587
H -2.166 -0.887 -1.306
H -1.106 -0.254 -2.567
H -0.995 0.363 -0.946
H 2.732 1.305 -1.320
H 0.987 1.075 -1.686
H 2.279 0.698 -2.855
H -1.221 0.142 1.358
H 0.100 0.246 2.444
H -0.367 -1.386 1.816
C -5.400 -0.726 1.120
Cl -6.047 -0.978 -0.500
Cl -3.630 -0.665 1.057
Cl -5.951 -1.971 2.202
H -5.706 0.250 1.458
C 4.818 -0.345 0.640
Cl 5.392 -0.372 -1.015
Cl 3.968 1.179 1.008
Cl 6.168 -0.544 1.772
H 4.094 -1.137 0.770
C -0.680 -4.767 1.415
Cl 0.417 -4.853 2.771
Cl -2.339 -5.057 1.943
Cl -0.178 -5.896 0.136
H -0.648 -3.794 0.949
C -0.367 -2.158 6.184
Cl 1.091 -3.149 6.015
Cl -1.094 -2.009 4.584
Cl 0.060 -0.595 6.872
H -1.075 -2.634 6.838
C -0.702 3.540 0.998
Cl 1.025 3.422 0.804
Cl -1.540 2.822 -0.394
Cl -1.156 5.258 1.107
H -1.040 3.017 1.876
C 2.836 2.711 4.804
Cl 1.832 1.932 3.604
Cl 2.362 4.428 4.967
Cl 4.544 2.640 4.357
H 2.713 2.264 5.773
C -3.640 -3.778 -2.649
Cl -2.930 -3.563 -1.047
Cl -3.624 -2.242 -3.523
Cl -5.261 -4.428 -2.479
H -3.079 -4.479 -3.243
*
```



Record 2
Density functional theory data (ωB97M-V/def2-TZVPD) for a structure of composition C19H43FeOP3SSe at a distorted geometry.

Computed properties:
LUMO level (spin up / spin down)	-0.3749 / -0.4816	hartree

ORCA input file:
```
! RIJCOSX wB97M-V def2-TZVPD def2/J DEFGRID3
* xyz 3 6
Fe -0.515 -0.060 -0.964
P -2.435 -0.148 -0.059
P 0.261 -2.021 -0.385
P 0.085 1.999 -0.450
H 4.105 -0.676 1.628
C 3.367 0.106 1.395
C 2.184 0.116 2.218
H 1.615 -0.811 2.271
C -3.680 -0.293 -1.411
C -2.994 -1.505 1.031
C -3.089 1.295 0.844
C 1.942 -2.669 -0.779
C 0.110 -2.827 1.281
C -0.692 -3.236 -1.402
C 1.775 2.607 -0.848
C -0.167 2.942 1.117
C -0.855 3.118 -1.583
H 3.889 1.086 1.409
H 1.594 1.007 2.270
H -4.672 -0.351 -0.930
H -3.492 -1.199 -2.006
H -3.627 0.587 -2.070
H -4.102 -1.476 1.046
H -2.600 -1.362 2.055
H -2.663 -2.485 0.654
H -4.171 1.123 1.013
H -2.952 2.215 0.254
H -2.565 1.402 1.811
H 1.881 -3.758 -0.872
H 2.630 -2.406 0.039
H 2.319 -2.251 -1.719
H -0.486 -3.737 1.185
H -0.364 -2.159 2.007
H 1.108 -3.095 1.645
H -0.170 -4.196 -1.311
H -0.680 -2.879 -2.443
H -1.725 -3.334 -1.050
H 1.738 3.699 -0.889
H 2.104 2.212 -1.822
H 2.479 2.281 -0.065
H 0.566 3.761 1.165
H -0.084 2.301 2.009
H -1.174 3.384 1.106
H -0.352 4.091 -1.560
H -1.891 3.227 -1.244
H -0.832 2.676 -2.591
C 0.982 0.085 -3.991
C 2.264 -0.155 -3.477
C 3.362 -0.079 -4.355
C 3.193 0.306 -5.681
C 1.898 0.594 -6.187
C 0.813 0.487 -5.315
Se -0.733 -0.190 -3.128
H 2.843 -0.014 0.413
H 2.411 -0.388 -2.441
H 4.371 -0.315 -3.971
H 4.048 0.381 -6.358
H 1.745 0.907 -7.215
H -0.188 0.701 -5.671
C -0.072 -1.117 5.550
S -1.201 -0.204 4.473
C -1.993 0.833 5.708
O -0.394 0.697 3.596
H -0.586 -1.282 6.504
H 0.855 -0.546 5.668
H 0.134 -2.082 5.078
H -1.307 1.640 5.988
H -2.905 1.232 5.250
H -2.262 0.209 6.565
*
```



What is the formula in the second record? C19H43FeOP3SSe